Entry 1:
Density functional theory data (ωB97M-V/def2-TZVPD) for a 5-piece molecular cluster, C8H27O5 overall.

Geometry as ORCA input:
```
! RIJCOSX wB97M-V def2-TZVPD def2/J DEFGRID3
* xyz 1 1
O -0.18 2.65 -1.29
O 0.51 0.21 -0.72
O 2.98 -0.01 -1.46
O -2.12 0.41 0.38
O 0.48 -0.23 1.79
C 1.07 -1.41 2.40
C 3.11 0.19 -2.87
C -0.54 3.36 -0.08
C 2.10 -1.01 3.41
C 1.64 -2.27 1.29
C -3.17 -0.02 -0.52
C -2.56 -0.14 -1.90
C -3.80 -1.33 -0.04
H 1.45 0.12 -1.07
H -3.18 -2.17 -0.36
H 2.46 -1.85 4.00
H 2.18 -3.11 1.73
H -3.32 -0.47 -2.60
H -0.65 2.62 0.70
H -0.04 3.29 -1.99
H 2.99 -0.61 2.91
H 0.03 0.25 2.49
H 3.17 -0.76 -3.41
H 0.40 -0.14 0.23
H 2.36 -1.70 0.69
H 0.88 -2.66 0.62
H -2.21 0.84 -2.24
H -3.91 -1.35 1.04
H -1.46 3.91 -0.23
H -1.73 -0.83 -1.88
H -4.79 -1.46 -0.49
H 1.73 -0.25 4.10
H 3.83 -0.28 -1.09
H -2.56 0.77 1.16
H -3.94 0.76 -0.55
H 0.25 4.06 0.20
H 0.09 1.10 -0.88
H 2.22 0.71 -3.22
H 0.26 -1.96 2.88
H 3.98 0.79 -3.13
*
```

Values from the calculation:
HOMO-LUMO gap: 10.9 eV
ΔE to the lowest compared entry with this formula, charge and spin: 9.3 kJ/mol
Total energy: -696.9464 Ha
Highest occupied orbital energy: -13.24 eV

Atom charges from the natural (NBO) analysis, given in e for atoms 1 to 6:
1. O -0.766
2. O -0.854
3. O -0.763
4. O -0.765
5. O -0.757
6. C 0.094

***

Entry 2:
Density functional theory data (ωB97M-V/def2-TZVPD) for a 16-piece molecular cluster, C8H28B2O30 overall at a distorted geometry.

Geometry as ORCA input:
```
! RIJCOSX wB97M-V def2-TZVPD def2/J DEFGRID3
* xyz -2 1
O -3.72 1.44 -2.52
O 0.25 1.58 0.87
O -2.01 2.47 -1.37
O 2.16 0.95 5.23
O 0.94 -0.69 -0.04
O 3.92 -2.78 -2.51
O 1.40 -0.92 -5.04
O -4.20 -0.30 -0.64
O -0.20 0.47 4.13
O 1.41 3.71 5.13
O 1.02 -2.05 -1.86
O -3.18 3.50 -4.53
O -1.43 3.93 -3.10
O -1.88 -1.48 -1.96
O 0.47 3.02 2.65
O -0.18 -0.39 2.05
O 4.52 -1.37 0.80
O -2.00 -4.91 -1.97
O 0.26 -4.36 -4.05
O -1.64 -2.70 3.53
O 1.53 -3.11 1.63
O 2.61 0.27 -2.40
O -0.72 -1.99 5.81
O -0.61 4.37 -0.85
O -4.41 -2.91 -2.27
O 2.52 2.92 -1.40
O -1.32 -0.20 -0.11
O -1.00 5.19 2.42
O 0.37 2.64 -1.93
O 1.33 5.20 0.10
C -2.53 3.33 -3.48
C -2.85 2.32 -2.41
C -1.08 -1.00 -1.12
C 0.45 -1.28 -1.08
C -0.04 0.58 2.92
C 1.36 3.22 -1.34
C 0.66 4.51 -0.65
C 0.20 1.92 2.17
B -0.07 0.09 0.69
B -0.93 3.31 -1.81
H 1.51 -2.16 1.75
H -0.36 4.52 2.16
H 2.19 0.91 -1.83
H 1.01 3.54 4.28
H -1.35 -1.97 2.99
H 3.59 -1.59 0.83
H -0.17 -1.25 5.55
H 1.28 0.72 4.92
H 3.27 -0.14 -1.84
H 1.55 -1.18 -4.13
H 0.11 -4.51 -3.12
H -4.46 0.50 -1.08
H 2.46 -3.32 1.51
H 0.62 -0.36 -5.00
H -1.03 -2.36 4.98
H 4.97 -2.20 0.64
H 4.11 -2.51 -3.40
H -2.27 -5.22 -1.11
H -1.68 -4.02 -1.81
H 1.22 -4.37 -4.14
H 1.86 2.89 5.35
H 3.10 -2.33 -2.29
H -3.68 -2.35 -2.52
H -3.41 -0.59 -1.10
H 2.44 0.19 5.75
H -2.54 -2.87 3.25
H -5.19 -2.44 -2.59
H -0.54 6.02 2.31
*
```

Values from the calculation:
HOMO-LUMO gap: 8.7 eV
ΔE to the lowest compared entry with this formula, charge and spin: 217.9 kJ/mol
Total energy: -2629.1745 Ha
Highest occupied orbital energy: -5.34 eV

Atom charges from the natural (NBO) analysis, given in e for atoms 1 to 6:
1. O -0.579
2. O -0.642
3. O -0.641
4. O -0.970
5. O -0.673
6. O -0.968

***

Entry 3:
Density functional theory data (ωB97M-V/def2-TZVPD) for C8H28BNaO8 as an isolated structure at a distorted geometry.

Geometry as ORCA input:
```
! RIJCOSX wB97M-V def2-TZVPD def2/J DEFGRID3
* xyz 0 1
Na -0.67 -0.75 0.21
O -0.68 0.63 -1.94
O 3.04 3.37 -0.50
O -1.61 2.86 -0.12
O 1.36 -4.89 -2.27
O 1.91 0.01 0.00
O -0.30 -0.27 2.67
O 1.47 -0.06 4.90
O 0.05 -2.93 -0.51
C -1.72 1.59 -2.20
C -0.07 0.95 3.34
C 1.87 1.42 0.13
C -0.59 -3.88 -1.34
C 1.33 0.94 3.87
C 0.19 -4.15 -2.60
C 2.61 2.13 -1.00
C -1.41 2.91 -1.54
B -3.16 -0.48 0.74
H -0.18 1.82 2.68
H -1.56 -3.50 -1.64
H -2.70 -0.59 1.87
H 1.96 2.29 -1.88
H 3.71 3.79 -1.05
H 2.06 0.67 3.10
H -4.36 -0.54 0.72
H 1.12 -0.87 4.51
H -0.37 3.21 -1.66
H -0.44 -4.68 -3.32
H -2.77 0.57 0.30
H 0.49 -3.21 -3.08
H 0.83 1.74 0.15
H -2.11 3.65 -1.96
H 0.00 0.71 -2.62
H 2.35 1.77 1.06
H -0.70 -4.84 -0.83
H 0.95 -3.24 -0.40
H 3.42 1.54 -1.43
H 1.64 1.90 4.28
H 1.61 -5.48 -2.99
H -2.75 -1.40 0.08
H -1.91 1.68 -3.27
H -2.13 2.07 0.10
H -2.61 1.17 -1.73
H 2.80 -0.29 0.19
H -1.26 -0.44 2.74
H -0.72 1.11 4.21
*
```

Values from the calculation:
HOMO-LUMO gap: 9.3 eV
ΔE to the lowest compared entry with this formula, charge and spin: 0.0 kJ/mol
Total energy: -1110.6115 Ha
Highest occupied orbital energy: -9.40 eV

Atom charges from the natural (NBO) analysis, given in e for atoms 1 to 6:
1. Na 0.924
2. O -0.758
3. O -0.725
4. O -0.751
5. O -0.742
6. O -0.736

***

Question: total energy of number 3 (C8H28BNaO8)?
Answer: -1110.6115 Ha

***

Question: Which of these has the highest HOMO-LUMO gap?
Answer: C8H27O5

***

Question: The highest highest occupied orbital energy belongs to which entry?
Answer: C8H28B2O30

***

Question: The highest HOMO-LUMO gap belongs to which entry?
Answer: C8H27O5